1.
C9H16N3O | ωB97M-V/def2-TZVPD

- HOMO level (spin up / spin down): -11.2 / -11.1 eV
- E_tot: -16096.653 eV
- LUMO level (spin up / spin down): -3.3 / -3.5 eV
- Relative energy (zero: lowest compared OMol25 entry of this formula, charge and spin): 197.4 kcal per mole

Structure (ORCA input):
```
! wB97M-V def2-TZVPD RIJCOSX def2/J DEFGRID3
* xyz 1 1
C -1.793 -2.092 2.933
C -2.072 -3.217 1.993
C 1.649 -0.120 0.349
C -0.060 -0.840 -1.169
C -0.496 0.928 0.754
C 1.980 1.181 -0.433
C 0.546 0.208 -2.084
C -0.172 2.035 -0.314
C 0.172 -0.347 0.180
N -0.634 -1.592 2.657
N -0.134 -2.146 1.640
N 0.813 1.523 -1.308
O -1.008 -3.051 1.035
H -2.344 -1.849 3.734
H -1.942 -4.195 2.406
H -3.064 -3.352 1.363
H 2.351 -0.825 -0.004
H 1.723 -0.087 1.401
H -1.040 -0.922 -1.369
H 0.359 -1.795 -1.129
H -0.090 1.119 1.802
H -1.613 0.947 0.811
H 2.105 2.101 0.015
H 2.950 1.040 -1.148
H 1.510 0.077 -2.390
H -0.004 0.598 -2.965
H -1.185 2.415 -0.677
H 0.220 2.782 0.249
H 1.183 2.310 -1.873
*
```

=====

2.
C9H16N3O3S | ωB97M-V/def2-TZVPD

- HOMO level: -3.4 eV
- SMILES: CNC(=O)[C@@H](C)NC(=O)[C@H](C[S-])NC(C)=O
- E_tot: -31043.815 eV
- LUMO level: 3.1 eV
- Relative energy (zero: lowest compared OMol25 entry of this formula, charge and spin): 0.1 kcal per mole

Structure (ORCA input):
```
! wB97M-V def2-TZVPD RIJCOSX def2/J DEFGRID3
* xyz -1 1
O -0.232 0.471 2.369
O 3.385 1.058 -1.766
O -0.859 1.322 -0.627
S -1.974 -2.619 -1.905
C -1.450 0.380 2.363
C 2.348 0.718 -1.236
C -0.768 0.085 -0.683
N 2.137 0.805 0.114
N 0.160 -0.541 -1.411
N -2.192 -0.181 1.391
C -2.227 0.984 3.521
C 3.126 1.271 1.074
C 1.806 -0.880 -3.117
C -2.732 -1.512 -0.661
C 1.265 0.121 -2.119
C -1.623 -0.832 0.203
H 1.232 0.495 0.461
H -0.020 -1.534 -1.617
H -3.184 -0.160 1.507
H -2.672 0.154 4.087
H -1.575 1.575 4.147
H -3.038 1.608 3.167
H 3.806 2.014 0.645
H 2.606 1.661 1.921
H 3.826 0.494 1.405
H 2.200 -1.773 -2.571
H 0.981 -1.253 -3.721
H 2.565 -0.354 -3.692
H -3.412 -2.145 -0.026
H -3.333 -0.741 -1.108
H 0.855 0.970 -2.683
H -1.004 -1.662 0.571
*
```

=====

3.
C9H16N5O4P | ωB97M-V/def2-TZVPD

- HOMO level: -9.1 eV
- SMILES: CC(=O)NCCCCc1nnc(CP(=O)(O)O)nn1
- E_tot: -34522.802 eV
- LUMO level: -0.5 eV
- Relative energy (zero: lowest compared OMol25 entry of this formula, charge and spin): 0.0 kcal per mole

Structure (ORCA input):
```
! wB97M-V def2-TZVPD RIJCOSX def2/J DEFGRID3
* xyz 0 1
C 3.583 -0.822 0.783
C 2.261 -0.581 0.090
O 1.501 -1.488 -0.155
N 1.944 0.735 -0.301
C 2.051 1.024 -1.735
C 1.293 2.295 -2.097
C -0.192 2.142 -1.776
C -0.604 2.604 -0.355
C -1.334 1.541 0.389
N -0.640 0.807 1.264
N -1.230 -0.211 1.816
C -2.480 -0.486 1.445
C -3.039 -1.782 1.904
P -2.455 -3.158 0.864
O -3.493 -4.128 0.541
O -1.226 -3.764 1.693
O -1.784 -2.413 -0.386
N -3.207 0.295 0.643
N -2.630 1.342 0.128
H 3.409 -1.225 1.783
H 4.124 -1.578 0.213
H 4.194 0.076 0.858
H 2.440 1.413 0.265
H 1.564 0.188 -2.244
H 3.087 1.069 -2.094
H 1.435 2.445 -3.171
H 1.709 3.172 -1.588
H -0.443 1.085 -1.910
H -0.801 2.690 -2.497
H 0.261 2.884 0.245
H -1.269 3.464 -0.458
H -4.128 -1.770 1.866
H -2.696 -1.991 2.917
H -0.366 -3.341 1.580
H -0.836 -2.536 -0.518
*
```

=====

4.
C9H16NO | ωB97M-V/def2-TZVPD

- HOMO level: -13.0 eV
- SMILES: CC(O[C@H]1C=CCC1)=[N+](C)C
- E_tot: -13121.219 eV
- LUMO level: -3.2 eV
- Relative energy (zero: lowest compared OMol25 entry of this formula, charge and spin): 60.8 kcal per mole

Structure (ORCA input):
```
! wB97M-V def2-TZVPD RIJCOSX def2/J DEFGRID3
* xyz 1 1
C 2.270 -2.005 -1.420
C -2.114 1.866 2.018
C -2.764 1.245 0.826
C -0.827 2.401 1.402
C -1.830 0.851 -0.085
C -0.530 1.416 0.267
C 0.650 -0.284 -0.658
C 0.301 0.267 -1.956
C 1.431 -1.906 0.875
N 1.422 -1.311 -0.407
O 0.271 0.248 0.489
H 3.288 -1.910 -1.174
H 2.161 -1.709 -2.540
H -2.617 2.634 2.660
H -1.968 1.125 2.848
H 2.110 -3.023 -1.381
H -3.847 0.996 1.005
H -1.010 3.356 1.015
H 0.121 2.382 1.945
H -2.059 0.246 -0.961
H -0.010 2.008 -0.646
H -0.686 0.836 -2.002
H 0.247 -0.536 -2.718
H 1.213 0.832 -2.189
H 0.709 -1.347 1.530
H 2.437 -1.857 1.309
H 1.172 -2.979 0.760
*
```